Entry 1:
A 2-piece molecular cluster, C4H9N2 overall at a distorted geometry. Source: the OMol25 dataset; level of theory: the ωB97M-V functional and the def2-TZVPD basis.

```
15
Properties=species:S:1:pos:R:3:forces:R:3:lowdin_spin:R:1
C -0.74601 -0.44541 1.25825 -1.6 0.0 -0.9 0.153
N 1.19329 0.86785 -0.68838 0.5 -3.0 -0.8 0.018
C 1.55003 -0.05029 -1.52891 -0.2 0.9 0.4 0.000
H 1.56240 0.17483 -2.61146 0.4 -0.1 0.7 0.000
H -1.24309 0.22326 1.98049 0.0 -0.7 0.1 0.010
C 0.44973 -1.05120 1.54844 0.1 -0.7 -0.1 0.352
H 0.92248 0.61293 0.25926 0.8 0.4 0.0 0.012
H -2.21729 1.33068 0.25901 0.4 -0.2 -0.7 0.016
H 0.93334 -1.75519 0.86161 -0.3 0.1 0.3 0.012
H -2.63131 0.35931 -1.33132 -0.2 -0.1 0.3 0.005
H 0.99088 1.76303 -1.00522 -0.4 2.2 -0.7 0.001
H 0.91431 -0.85129 2.50114 0.2 0.0 0.2 0.014
H 1.80924 -1.03628 -1.13812 -0.2 0.1 -0.3 0.001
C -2.09807 0.42777 -0.38012 -0.8 -0.5 -0.1 0.087
N -1.38993 -0.56999 0.01533 1.4 1.5 1.8 0.318
```
Forces are in eV/Å.

Properties
Frontier orbital gap (alpha / beta) ... 10.84 / 7.17 eV
Multiplicity ... 2
Total charge ... +2
⟨S²⟩ ... 0.769
LUMO level (alpha / beta) ... -0.3652 / -0.4918 Ha
HOMO energy (alpha / beta) ... -20.78 / -20.55 eV
Calculated total energy ... -7251.4320 eV
ΔE to the lowest compared entry with this formula, charge and spin ... 0.0 kcal per mole

***

Entry 2:
A 2-piece molecular cluster, C3H9OS overall at a distorted geometry. Source: the OMol25 dataset; level of theory: the ωB97M-V functional and the def2-TZVPD basis.

```
14
Properties=species:S:1:pos:R:3:forces:R:3:nbo_charge:R:1
H -2.82399 0.02831 1.96029 1.0 0.7 1.4 0.458
C 1.74568 0.97814 -0.60225 0.8 -1.0 1.3 -0.429
H 1.19577 1.76474 -0.05757 0.6 0.2 -0.4 0.205
H 2.58117 1.30966 -1.28662 -1.2 0.1 0.3 0.175
C 2.47798 0.06644 0.44112 0.8 -1.1 -0.4 -0.626
H 3.40461 0.59854 0.85585 -1.3 -0.8 -0.2 0.176
H 1.07985 -0.72659 -1.80780 0.2 0.2 0.6 0.172
H 0.13394 0.71744 -2.11177 1.0 -0.7 1.6 0.168
C 0.66540 0.13003 -1.23089 -1.2 0.8 -3.3 -0.533
H 2.83851 -0.85113 -0.17541 -0.2 1.4 1.0 0.180
H 1.79240 -0.40721 1.22608 1.0 1.2 -1.0 0.247
O -3.41683 -0.30072 1.32076 -0.3 -0.7 -1.8 -0.984
S -0.59005 -0.41707 -0.08695 -0.3 -0.4 0.5 -0.712
H -2.76115 -0.40252 0.57424 -0.8 0.1 0.4 0.501
```
Forces are in eV/Å.

Properties
Frontier orbital gap ... 6.80 eV
Total charge ... -1
LUMO level ... 0.1517 Ha
HOMO energy ... -2.67 eV
Calculated total energy ... -16140.2788 eV
ΔE to the lowest compared entry with this formula, charge and spin ... 17.9 kcal per mole

***

Entry 3:
An isolated ion of composition C3H9NS2 and charge -1 at a distorted geometry. Source: the OMol25 dataset; level of theory: the ωB97M-V functional and the def2-TZVPD basis.

```
15
Properties=species:S:1:pos:R:3:forces:R:3:lowdin_spin:R:1
H -0.67189 0.91979 0.89214 0.7 0.0 -0.3 0.005
H -1.31302 -1.38031 0.77812 0.9 0.1 -0.5 0.005
C -0.41178 0.38850 -1.19901 1.9 0.6 2.4 0.019
H -3.58882 -1.30975 1.74307 0.8 1.2 -0.3 0.001
S 2.26476 0.73700 -0.04735 1.8 3.0 -0.7 0.524
C -2.83226 -0.45667 1.67762 -0.9 -0.2 -0.5 0.002
H -0.91566 -0.11135 -2.00207 -0.3 0.3 -0.6 0.007
S 0.98097 -0.72469 -0.69208 -1.7 -2.7 -1.4 0.358
H -2.35527 -0.46546 2.66645 0.6 -0.1 -0.2 0.001
H -3.35748 0.54313 1.69067 0.3 -1.1 -0.6 0.001
H 0.17332 1.36131 -1.36847 -1.4 -1.2 -0.4 0.003
H 2.66860 0.36396 1.11905 0.1 -0.7 1.6 0.063
H -1.87098 1.56821 -0.11426 -0.3 -2.5 0.2 0.001
C -1.27662 0.55633 0.04900 0.3 2.6 0.2 0.006
N -1.93948 -0.65935 0.46580 -2.9 0.7 1.3 0.004
```
Forces are in eV/Å.

Properties
Frontier orbital gap (alpha / beta) ... 2.89 / 7.42 eV
Multiplicity ... 2
Total charge ... -1
⟨S²⟩ ... 0.752
LUMO level (alpha / beta) ... 0.1261 / 0.1258 Ha
HOMO energy (alpha / beta) ... 0.55 / -4.00 eV
Calculated total energy ... -26415.6057 eV
ΔE to the lowest compared entry with this formula, charge and spin ... 49.4 kcal per mole

***

Entry 4:
C39H37GeN2O5Ta as an isolated structure. Source: the OMol25 dataset; level of theory: the ωB97M-V functional and the def2-TZVPD basis.

```
85
Properties=species:S:1:pos:R:3:forces:R:3:mulliken_charge:R:1
C 3.18808 0.57870 -1.05122 -0.3 0.2 0.0 1.873
H -2.80016 -2.04829 -4.54858 0.0 0.0 0.0 0.397
H 2.43492 0.33568 3.36796 0.0 0.1 0.0 0.496
C 0.64454 4.28011 1.27666 0.0 0.1 0.0 -0.718
H 0.41128 -4.56968 -3.25056 0.1 0.0 0.0 0.267
H -3.38702 -2.72015 -0.93841 0.0 0.0 0.0 0.410
H 0.78513 -0.24297 3.64358 0.0 0.0 0.0 0.409
H 4.07634 2.33985 -0.20553 0.0 0.0 0.0 0.429
H 4.74233 0.32312 -2.50278 0.0 0.0 0.0 0.379
H -0.37807 -5.68551 1.62544 0.0 0.0 0.0 0.395
C 4.01565 1.27387 0.01462 0.1 0.0 -0.1 -1.767
H -3.83421 -5.15456 -0.84079 0.0 0.0 0.0 0.430
H -1.09029 2.65035 -6.45506 0.0 0.0 0.0 0.403
O -0.81511 1.23150 -0.08747 0.1 0.1 0.0 -0.644
C -1.08232 -3.15662 -3.88471 0.0 -0.1 0.1 -0.187
O -1.41979 -1.52501 0.21777 0.0 0.0 0.1 -0.972
H -4.30021 -3.99607 -4.60869 0.0 0.0 0.0 0.386
C -0.85016 4.82175 -0.50816 0.0 0.0 0.0 -0.546
C -0.51266 2.51758 0.10206 -0.2 -0.1 -0.1 0.021
O 1.84210 1.13405 -0.99040 0.3 -0.1 0.0 -0.621
C 3.96295 -3.15427 -3.35922 0.0 0.0 0.0 -0.613
C -1.02503 -0.46205 -7.77913 0.0 0.0 0.0 -0.664
H -0.56739 -2.25429 -6.70092 0.0 0.0 0.0 0.405
C -0.67658 -1.17605 -6.64203 0.0 0.0 0.0 -0.377
H -1.18670 0.06800 -2.41690 0.0 0.0 0.0 0.826
C 3.95166 -1.90841 -5.41096 0.0 0.0 0.0 -0.719
O 4.10715 -1.58265 -0.60497 -0.1 0.0 0.0 -0.688
C -2.13505 -5.59073 0.40089 0.0 0.1 0.0 -0.811
H -1.18111 -0.97804 -8.71848 0.0 0.0 0.0 0.394
C -1.13500 3.48131 -0.68815 -0.1 0.1 0.0 -0.541
C -1.47148 -5.52590 -3.56387 0.0 0.0 0.0 -0.639
C -2.74353 -3.38457 -0.37764 -0.1 0.0 -0.1 -0.275
H 4.49148 -3.73802 -2.61642 0.0 0.0 0.0 0.406
H -2.32939 -6.65319 0.44499 0.0 0.0 0.0 0.418
H 2.15519 -2.17717 3.17136 0.0 0.0 0.0 0.612
H 2.81517 -1.44270 1.70483 0.0 0.0 0.0 0.062
H -0.45385 1.37537 -4.43841 0.0 0.0 0.0 0.250
H 1.46022 2.38195 2.89915 0.0 0.0 0.0 0.344
C -1.17736 0.91612 -7.71200 0.0 0.0 0.0 -0.494
C -0.26547 -0.51385 -2.26469 0.0 0.0 0.0 -0.845
H -1.33636 5.55537 -1.13825 0.0 0.0 0.0 0.412
C -3.26848 -4.11972 -4.30164 0.0 0.0 0.0 -0.680
H 0.26244 6.28408 0.61814 0.0 0.0 0.0 0.414
H 4.46922 -1.53634 -6.28674 0.0 0.0 0.0 0.420
C -1.63289 -2.83964 0.26555 -0.1 0.3 0.0 0.307
C 1.92120 -2.07823 -4.09770 0.0 0.1 0.1 0.246
C 2.60977 -1.60701 -5.21597 0.0 0.0 -0.1 -0.230
C 0.04697 5.23438 0.47693 0.0 -0.1 0.0 -0.752
C -2.98130 -4.74255 -0.31715 0.0 -0.1 0.0 -0.490
C 2.62104 -2.85592 -3.17242 -0.1 0.0 -0.1 -0.057
H 3.57713 1.14501 1.00351 0.0 0.0 0.0 0.286
H -3.45431 -6.23399 -3.97832 0.0 0.0 0.0 0.406
H 2.08694 -0.99814 -5.94553 0.1 0.0 0.0 0.321
C -1.04629 -5.05089 1.05373 0.0 -0.1 0.0 -0.769
H 5.67850 -2.90980 -4.62535 0.0 0.0 0.0 0.377
H 0.83703 -3.79867 2.44518 0.0 0.0 0.0 0.337
C 3.75848 0.78613 -2.44481 0.0 0.0 0.0 -1.586
C 4.62972 -2.68204 -4.48061 0.0 0.0 0.0 -0.698
H 1.33138 4.57808 2.06090 0.0 0.0 0.0 0.391
H 2.12798 -3.20474 -2.27335 0.0 0.0 0.0 0.008
C -0.77450 -3.68212 0.98519 0.2 0.0 0.2 0.700
Ta 0.13576 -0.44711 -0.35574 0.0 -0.1 0.2 2.354
C -0.61973 0.85321 -5.37530 0.0 0.0 0.0 -0.564
H 5.01467 0.84091 0.01919 0.0 0.0 0.0 0.354
C -2.41835 -3.02334 -4.26413 0.0 0.0 0.0 -0.467
C 3.10478 -0.92559 -0.76065 0.2 0.1 0.0 0.054
N 0.81211 -1.95910 1.54545 -0.2 0.0 -0.1 0.022
C 1.01045 1.95901 1.99291 -0.1 0.1 -0.1 -0.405
H 3.84574 1.85443 -2.65044 0.0 0.0 0.0 0.431
O 1.88782 -1.39818 -0.68459 -0.1 0.2 0.1 -0.215
H -1.83874 3.14674 -1.43917 0.0 0.0 0.0 0.538
C 0.38668 2.92033 1.09431 0.2 -0.1 0.2 0.978
H -1.45703 1.47460 -8.59670 0.0 0.0 0.0 0.363
Ge 0.05278 -1.55257 -3.83182 0.1 -0.2 -0.1 2.210
C -0.62329 -4.42603 -3.53541 0.0 0.0 0.0 -0.160
H 1.46972 1.08462 -1.88993 -0.1 0.0 0.0 0.199
C -0.47158 -0.53192 -5.42206 0.0 0.1 0.0 -0.260
C -0.97299 1.57485 -6.50971 0.0 0.0 0.0 -0.546
H 3.12751 0.31999 -3.20483 0.0 0.0 0.0 0.328
C 1.92957 -1.49858 2.34216 0.0 0.1 0.1 -0.719
C -2.79447 -5.37542 -3.94924 0.0 0.0 0.0 -0.580
C 1.56577 -0.12580 2.88681 0.1 -0.1 0.0 -1.171
H -1.09578 -6.50442 -3.28986 0.0 0.0 0.0 0.428
C 0.36132 -3.13678 1.71389 -0.1 0.0 -0.1 -0.357
N 1.03030 0.70063 1.80925 0.1 -0.1 -0.1 -0.067
```
Forces are in eV/Å.

Properties
Frontier orbital gap ... 7.26 eV
LUMO level ... -0.0045 Ha
HOMO energy ... -7.38 eV
Calculated total energy ... -112331.9729 eV
ΔE to the lowest compared entry with this formula, charge and spin ... 9.8 kcal per mole

***

Entry 5:
A 2-piece molecular cluster, C9H14 overall. Source: the OMol25 dataset; level of theory: the ωB97M-V functional and the def2-TZVPD basis.

```
23
Properties=species:S:1:pos:R:3:forces:R:3:nbo_charge:R:1
H -0.07532 -4.38325 1.09809 -0.1 0.0 0.0 0.200
H -0.40492 2.68322 1.94966 0.0 0.0 0.0 0.215
C 0.80831 1.07471 -2.10839 -0.1 -0.1 0.0 -0.220
H -0.66096 -3.28346 -0.15001 -0.1 0.0 -0.1 0.200
C 0.86353 2.02980 -1.10519 0.1 0.0 0.0 -0.171
H 0.37038 -1.34345 1.14069 0.1 0.0 0.0 0.209
H 1.58235 -2.51148 0.60679 0.0 0.0 0.0 0.201
C -0.39842 -3.35957 0.90303 0.4 0.2 0.2 -0.603
H -0.61224 3.94803 0.73905 0.0 0.0 0.0 0.221
C -1.02908 1.02495 -0.03575 0.1 0.0 0.0 -0.226
C -1.08341 0.06498 -1.03590 0.0 -0.1 0.0 -0.205
C -0.17068 0.08945 -2.07818 0.1 0.0 -0.1 -0.226
H -0.20870 -0.65724 -2.86361 0.0 0.0 0.1 0.213
H 1.52528 1.08872 -2.91820 0.0 0.0 0.0 0.211
C -0.05600 2.01962 -0.06011 0.0 0.1 0.1 -0.020
C -0.01103 3.07820 1.01357 0.0 -0.2 0.0 -0.631
H -1.73903 0.99917 0.78310 0.0 0.0 0.0 0.209
H -1.28262 -3.15519 1.50493 -0.1 -0.1 0.0 0.199
H 1.01107 3.40600 1.19273 0.0 0.1 0.0 0.216
C 0.72024 -2.37009 1.25845 -0.3 -0.2 -0.1 -0.605
H 1.04600 -2.51975 2.28860 0.0 0.1 0.0 0.199
H -1.83134 -0.71560 -0.99456 -0.1 0.0 0.0 0.213
H 1.63659 2.79224 -1.12881 -0.1 0.0 0.0 0.200
```
Forces are in eV/Å.

Properties
Frontier orbital gap ... 10.11 eV
LUMO level ... 0.0380 Ha
HOMO energy ... -9.08 eV
Calculated total energy ... -9560.1477 eV
ΔE to the lowest compared entry with this formula, charge and spin ... 0.8 kcal per mole

***

Entry 6:
An isolated ion of composition CH2ClN2O2 and charge -1 at a distorted geometry. Source: the OMol25 dataset; level of theory: the ωB97M-V functional and the def2-TZVPD basis.

```
8
Properties=species:S:1:pos:R:3:forces:R:3:lowdin_spin:R:1
O -0.96341 -1.38973 -0.33407 1.1 -2.9 -3.0 0.276
O -2.36563 -0.38645 0.98130 -1.6 1.3 1.2 0.393
C 0.85591 0.32390 -0.33553 -2.2 1.8 -0.2 0.048
N -0.46057 0.59652 0.47507 5.5 4.6 -1.8 0.714
H 1.04697 1.05642 -1.18700 -1.4 -1.1 0.6 0.029
H 0.95996 -0.70588 -0.66656 0.0 0.1 0.4 0.003
N -1.23445 -0.42837 0.40736 -2.8 -3.8 1.4 0.493
Cl 2.16122 0.93359 0.65944 1.4 0.0 1.3 0.044
```
Forces are in eV/Å.

Properties
Frontier orbital gap (alpha / beta) ... 4.02 / 6.86 eV
Multiplicity ... 3
Total charge ... -1
⟨S²⟩ ... 2.009
LUMO level (alpha / beta) ... 0.1341 / 0.1002 Ha
HOMO energy (alpha / beta) ... -0.37 / -4.14 eV
Calculated total energy ... -20660.8786 eV
ΔE to the lowest compared entry with this formula, charge and spin ... 28.5 kcal per mole

***

Entry 7:
A 2-piece molecular cluster, C4H11N3O2 overall at a distorted geometry. Source: the OMol25 dataset; level of theory: the ωB97M-V functional and the def2-TZVPD basis.

```
20
Properties=species:S:1:pos:R:3:forces:R:3:nbo_charge:R:1
N -1.14358 -2.26536 -0.40420 -1.2 1.1 -0.8 -0.858
N -1.33967 0.00667 -0.07857 0.0 2.4 -0.9 -0.544
H 3.66245 0.59314 2.40417 -1.1 -0.2 0.6 0.256
H -1.87920 1.54226 -1.57419 -1.0 0.0 0.4 0.179
H 2.84007 1.93204 1.57690 -0.1 -0.6 0.4 0.240
H -1.23828 -0.15744 -2.73829 -0.6 -0.3 0.0 0.383
C 2.95123 0.82716 1.60213 1.9 1.7 -0.5 -0.749
C -1.60466 1.41687 -0.52257 1.2 -0.7 1.1 -0.459
N -1.56747 -1.00230 -2.27279 0.0 3.4 -1.3 -0.867
H -1.55597 -1.74980 -2.93805 0.3 -0.8 0.9 0.406
C 1.62654 0.19008 1.45832 -2.1 -0.7 0.1 0.789
H -1.49808 -2.91749 -1.07864 0.5 -0.6 0.2 0.353
H 3.64326 0.63600 0.78045 -0.7 -0.4 -0.6 0.242
H -2.21882 1.81668 0.30609 -0.5 0.1 -1.2 0.215
O 1.30943 -0.73704 0.75668 1.4 -0.4 -0.3 -0.600
O 0.63039 0.79656 2.15542 0.8 0.8 0.3 -0.711
C -1.32712 -0.92710 -0.92318 0.6 -4.2 1.7 0.599
H -0.22384 0.47562 1.80792 0.2 -0.4 -0.3 0.523
H -0.35366 -2.54352 0.14611 0.2 0.4 0.1 0.413
H -0.71302 2.06699 -0.46373 0.2 -0.6 0.2 0.191
```
Forces are in eV/Å.

Properties
Frontier orbital gap ... 9.56 eV
LUMO level ... 0.0315 Ha
HOMO energy ... -8.70 eV
Calculated total energy ... -12891.2100 eV
ΔE to the lowest compared entry with this formula, charge and spin ... 37.4 kcal per mole